[1]
{"formula": "C37H42BrF4InN7OP2S", "method": "ωB97M-V with the def2-TZVPD basis set", "species": ["In", "N", "C", "S", "N", "N", "C", "C", "C", "C", "C", "C", "N", "H", "H", "H", "H", "H", "H", "H", "F", "C", "C", "F", "C", "F", "C", "P", "C", "C", "C", "C", "C", "C", "C", "C", "C", "C", "C", "C", "C", "Br", "C", "F", "H", "H", "H", "H", "H", "H", "H", "H", "H", "H", "O", "P", "N", "C", "C", "C", "C", "N", "C", "C", "C", "C", "N", "C", "C", "C", "C", "H", "H", "H", "H", "H", "H", "H", "H", "H", "H", "H", "H", "H", "H", "H", "H", "H", "H", "H", "H", "H", "H", "H", "H", "H"], "coordinates": [[-0.1950, -0.6507, 1.2664], [-3.2327, -2.6764, -0.5686], [-2.0503, -2.4344, 0.0555], [-2.2774, -1.9181, 1.6820], [-0.9098, -2.6867, -0.5250], [0.2070, -2.4027, 0.2546], [1.0013, -3.3976, 0.3601], [1.8956, -3.1113, 1.4329], [3.0555, -3.7798, 1.7619], [3.7437, -3.2989, 2.8711], [3.2264, -2.2114, 3.5826], [2.0361, -1.6343, 3.1531], [1.3576, -2.0586, 2.0751], [-3.9285, -2.7673, 0.1618], [-3.1492, -3.4754, -1.1745], [0.9687, -4.3486, -0.1877], [3.4103, -4.6191, 1.1811], [4.6721, -3.7646, 3.1863], [3.7347, -1.8210, 4.4567], [1.5811, -0.7971, 3.6738], [-0.1867, 1.9499, 8.3313], [-0.4219, 1.8652, 7.0140], [-1.1124, 2.8852, 6.3644], [-1.5432, 3.9465, 7.0617], [-1.3648, 2.8078, 4.9953], [-2.0490, 3.7930, 4.3996], [-0.9253, 1.7059, 4.2740], [-1.0260, 1.2750, 2.5328], [-0.2905, 2.7715, 1.7858], [1.0678, 2.7274, 1.4267], [1.7011, 3.8389, 0.8639], [0.9860, 5.0133, 0.6491], [-0.3596, 5.0769, 0.9996], [-0.9915, 3.9659, 1.5661], [-2.7932, 1.3799, 2.1022], [-3.8224, 1.2498, 3.0468], [-5.1670, 1.2918, 2.6617], [-5.5075, 1.4415, 1.3209], [-4.5046, 1.5408, 0.3627], [-3.1620, 1.5018, 0.7497], [-0.2418, 0.6980, 4.9440], [0.2483, -0.6879, 3.7747], [0.0182, 0.7581, 6.3016], [0.6791, -0.2274, 6.9222], [1.6525, 1.8220, 1.5806], [2.7526, 3.7852, 0.5937], [1.4764, 5.8785, 0.2110], [-0.9218, 5.9930, 0.8372], [-2.0404, 4.0576, 1.8405], [-3.6071, 1.1023, 4.1008], [-5.9482, 1.1980, 3.4119], [-6.5521, 1.4690, 1.0225], [-4.7626, 1.6421, -0.6883], [-2.4007, 1.5669, -0.0265], [-0.5206, -0.6666, -0.7149], [0.5316, -0.8111, -1.8631], [0.2501, 0.6418, -2.9308], [-1.1200, 0.7920, -3.4299], [-0.9698, 1.5981, -4.7080], [0.2372, 0.9122, -5.3062], [1.1445, 0.8123, -4.0860], [2.1825, -0.7507, -1.0795], [3.2958, -1.1419, -1.9659], [4.2004, 0.0756, -2.1007], [4.0375, 0.6958, -0.7402], [2.5305, 0.5992, -0.5943], [0.1726, -2.4600, -2.5770], [-1.2553, -2.7505, -2.7987], [-1.3975, -3.0721, -4.2823], [-0.0801, -3.7572, -4.5435], [0.8609, -2.8024, -3.8292], [-1.7906, 1.2742, -2.6882], [-1.5360, -0.1922, -3.7057], [-0.7018, 2.6481, -4.4499], [-1.8719, 1.5972, -5.3562], [0.6971, 1.4292, -6.1749], [-0.0681, -0.1105, -5.6215], [1.6463, 1.7953, -3.9493], [1.9344, 0.0496, -4.1987], [3.0093, -1.5364, -2.9524], [3.8607, -1.9362, -1.4302], [3.7722, 0.7750, -2.8524], [5.2445, -0.1633, -2.3946], [4.4386, 1.7277, -0.6515], [4.5242, 0.0429, 0.0204], [2.0723, 1.3776, -1.2449], [2.2176, 0.7808, 0.4516], [-1.9619, -1.9730, -2.4434], [-1.4791, -3.6775, -2.2258], [-1.4174, -2.1305, -4.8727], [-2.2993, -3.6685, -4.5356], [0.1596, -3.9135, -5.6170], [-0.0730, -4.7406, -4.0196], [0.9678, -1.9041, -4.4632], [1.8506, -3.2727, -3.6589], [-1.3193, 0.5738, 0.5556]], "atomic_forces_ev_per_a": [[-0.96, 0.79, -0.25], [-0.36, -0.32, -0.33], [1.52, -1.10, 0.77], [0.02, 0.08, 0.99], [-1.70, -2.74, 2.96], [-2.49, -6.30, -2.51], [-0.27, -0.01, -0.78], [-0.05, -0.07, -0.23], [-0.16, 0.55, 0.52], [0.07, 0.27, 0.63], [0.20, -1.03, -0.47], [7.16, -3.45, -2.81], [4.08, 0.53, 3.44], [-0.38, -0.10, -0.56], [-0.51, -0.14, -0.28], [-0.29, 0.59, 0.11], [-0.09, 0.03, -0.05], [-0.05, 0.05, -0.07], [-0.03, -0.03, -0.08], [9.68, -0.78, -1.08], [-0.12, -0.03, -0.71], [0.03, 0.15, 0.42], [-0.30, 0.52, 0.03], [0.24, -0.51, -0.21], [0.26, -0.29, 0.08], [0.21, -0.26, 0.31], [-0.36, 0.89, 1.35], [-2.31, 3.66, -1.06], [0.46, 0.45, -0.35], [-0.30, 0.56, 0.06], [-0.17, -0.28, 0.15], [-0.09, -0.05, 0.01], [0.07, -0.31, 0.11], [0.06, 0.10, -0.07], [-0.65, 0.01, -0.10], [-0.18, 0.11, -0.11], [0.37, -0.06, -0.01], [0.08, -0.07, -0.01], [0.18, -0.16, 0.32], [-0.62, 0.47, -0.14], [-1.75, 1.24, 0.12], [-13.52, 1.79, 8.76], [0.21, -0.44, -0.32], [-0.14, 0.20, 0.01], [-0.27, 0.34, 0.31], [-0.12, 0.00, 0.05], [-0.07, -0.14, 0.07], [0.08, -0.17, 0.04], [0.18, -0.18, -0.06], [0.14, 0.08, -0.07], [0.18, 0.01, -0.09], [0.14, 0.03, 0.06], [0.08, 0.00, 0.16], [-0.34, 0.38, 0.24], [3.02, 4.13, -7.47], [-1.88, 0.70, 0.59], [1.19, -2.95, 1.69], [-1.51, -0.12, 0.43], [-0.20, 0.78, -0.10], [0.22, -0.50, -0.80], [1.18, 0.90, -0.44], [-2.71, 0.05, -2.30], [1.22, -1.22, -0.30], [0.35, 0.26, -0.92], [0.59, 0.04, 0.71], [-0.51, 1.27, 0.40], [1.83, 2.92, -0.16], [-1.53, -0.58, -0.49], [-0.49, 0.58, -0.50], [0.15, -0.83, -0.30], [1.03, 0.00, -0.73], [0.53, -0.38, -0.30], [-0.14, 0.31, 0.17], [-0.31, -0.54, -0.23], [0.55, -0.06, 0.53], [-0.22, -0.32, 0.63], [0.23, 0.51, -0.01], [0.01, -0.51, -0.15], [-0.38, 0.23, 0.20], [-0.14, 0.05, 0.49], [-0.27, 0.22, -0.45], [0.36, -0.39, 0.28], [-0.71, 0.04, 0.21], [-0.39, -0.65, 0.00], [-0.18, 0.51, -0.34], [0.06, -0.26, 0.60], [0.07, -0.51, -0.85], [0.62, -0.43, -0.34], [0.12, 0.59, -0.61], [-0.18, -0.44, 0.14], [0.55, 0.38, 0.30], [-0.04, 0.13, 0.74], [0.08, 0.49, -0.43], [0.28, -0.35, -0.01], [-0.46, 0.41, 0.04], [0.92, 0.67, 0.79]], "mulliken_charge": [3.343, -0.395, 0.585, -0.632, -1.041, 0.722, -0.577, 0.004, -1.153, -0.365, -0.914, 0.409, -0.056, 0.334, 0.235, 0.554, 0.567, 0.464, 0.530, -0.033, -0.278, 0.486, 0.216, -0.289, 0.131, -0.325, -0.326, 1.205, 1.087, -0.362, -0.692, -0.701, -0.815, -0.504, 0.455, -0.675, -0.798, -0.590, -0.691, -0.453, -0.245, -0.382, 0.511, -0.307, 0.552, 0.459, 0.416, 0.448, 0.415, 0.452, 0.432, 0.410, 0.439, 0.676, -1.153, -1.007, 0.387, 0.038, -0.674, -0.552, -0.476, 0.919, -0.348, -0.585, -0.717, 0.323, 0.743, -0.739, -0.651, -0.804, -0.388, -0.177, 0.003, 0.279, 0.376, 0.415, 0.123, 0.387, 0.241, 0.005, 0.393, 0.117, 0.459, 0.411, 0.288, 0.417, -1.496, 0.241, 0.569, 0.138, 0.391, 0.387, 0.317, 0.266, 0.222, -1.026], "fmax_ev_per_a": 16.21, "charge": 1, "multiplicity": 1, "e_homo_ev": -9.14}


[2]
{"formula": "C20H29FMnN4O5Si", "method": "ωB97M-V with the def2-TZVPD basis set", "species": ["Mn", "N", "C", "C", "C", "N", "C", "C", "N", "C", "H", "H", "H", "H", "H", "H", "H", "H", "H", "H", "H", "H", "H", "H", "H", "H", "C", "Si", "C", "C", "N", "C", "C", "C", "C", "C", "C", "F", "H", "H", "H", "H", "H", "H", "H", "H", "H", "H", "H", "H", "H", "O", "C", "C", "O", "C", "C", "O", "C", "O", "O"], "coordinates": [[-0.9644, 0.1168, 0.2578], [-0.3951, -0.0956, -3.6562], [0.4930, 1.0623, -3.9010], [1.9387, 0.5468, -3.9446], [2.5165, 0.1741, -2.5504], [1.7059, -0.9035, -1.9289], [2.4602, 1.3992, -1.6781], [1.1065, 2.1167, -1.5355], [0.3608, 1.7087, -0.3085], [0.2855, 2.1634, -2.8211], [-0.1104, -0.8876, -4.2296], [-1.4087, 0.0789, -3.7554], [-0.4260, -0.4072, -2.6838], [0.2034, 1.4871, -4.9024], [2.6390, 1.3169, -4.3490], [1.9904, -0.3405, -4.5733], [3.5097, -0.1666, -2.6361], [1.9656, -1.0143, -0.9335], [2.0393, -1.7800, -2.2710], [3.1629, 2.1706, -2.0609], [2.9411, 1.1894, -0.7564], [1.3935, 3.1351, -1.2965], [-0.2280, 2.4776, -0.0166], [1.0959, 1.6071, 0.4544], [0.6628, 3.0967, -3.2923], [-0.7861, 2.2936, -2.5428], [-0.8540, 0.0910, 4.7492], [-0.2092, 0.9701, 3.2902], [1.4363, 1.8207, 3.7229], [-1.4724, 2.2902, 2.7927], [-0.0766, -0.1230, 1.8943], [0.5977, -1.3519, 2.0947], [1.4538, -1.6483, 3.1464], [2.0839, -2.8749, 3.2248], [1.6978, -3.9019, 2.3771], [0.8983, -3.6503, 1.2936], [0.4142, -2.3693, 1.1771], [-0.1097, -1.9658, -0.0823], [-1.5597, 0.8033, 5.2083], [-0.0297, -0.2536, 5.3369], [-1.4581, -0.8077, 4.5071], [1.4579, 2.8713, 3.3167], [2.4151, 1.3772, 3.4207], [1.4038, 1.9693, 4.7879], [-1.8228, 2.7679, 3.7100], [-2.3991, 1.9445, 2.2833], [-1.0344, 3.1181, 2.2294], [1.7324, -0.9176, 3.8399], [2.8221, -3.1606, 3.9709], [2.1047, -4.9377, 2.4547], [0.7525, -4.3709, 0.5029], [-5.8572, -1.9023, -2.4696], [-4.9125, -1.4229, -1.9452], [-4.4960, -1.7504, -0.4781], [-5.0514, -2.5277, 0.2636], [-3.3400, -0.8593, -0.2484], [-2.9774, -0.2481, -1.4295], [-1.7930, 0.3693, -1.4191], [-3.7930, -0.5968, -2.6046], [-3.5687, -0.4586, -3.7952], [-2.6073, -0.8391, 0.7887]], "atomic_forces_ev_per_a": [[-0.08, -0.21, 0.57], [-1.15, -0.61, 0.02], [0.28, 0.93, 0.12], [0.85, 0.15, 0.49], [-2.16, 0.25, -0.06], [0.21, 0.49, 1.01], [0.49, 1.10, -0.84], [0.61, -0.33, 0.45], [1.20, -1.21, 1.46], [-0.13, 0.70, -0.46], [-0.25, -0.03, -0.09], [-0.10, 0.23, -0.82], [0.84, 0.02, 0.35], [0.25, -0.47, 1.02], [-0.75, -0.52, -0.02], [0.06, 0.04, -0.35], [1.42, -0.07, -0.39], [-0.27, 0.48, -0.52], [-0.02, -0.83, -0.71], [-0.41, -0.46, -0.31], [0.00, -0.33, 1.41], [-0.10, 0.33, -0.21], [-0.09, 0.40, 0.06], [-1.28, 0.26, -1.02], [-0.61, -0.50, -0.02], [0.70, -0.04, -0.53], [-1.30, -0.64, -0.41], [0.02, 0.37, -1.15], [0.17, 0.95, -1.20], [-0.16, 0.00, -0.24], [0.88, -0.12, 0.35], [-0.98, 0.67, -0.50], [0.53, -0.73, -0.45], [-0.40, -1.20, 0.32], [1.05, -1.55, -0.01], [-0.39, 0.74, -0.72], [0.38, -0.22, -1.03], [-0.33, -0.26, 0.84], [0.59, -0.36, 0.51], [0.22, 0.08, 0.98], [0.31, 0.49, -0.10], [-0.11, -0.89, 0.18], [-0.88, 0.01, 0.33], [0.29, -0.07, 0.65], [-0.01, -0.04, 0.11], [0.60, 0.00, 0.21], [0.00, -0.04, -0.21], [0.21, 1.13, 0.92], [-0.23, 0.61, 0.13], [-0.20, 1.10, 0.19], [-0.21, -0.09, 0.05], [-0.79, -0.07, -0.63], [0.34, -0.76, 0.25], [-1.18, 0.32, 0.37], [0.75, 0.67, -0.78], [-1.04, -1.08, -1.39], [-0.28, -0.36, -0.42], [0.37, 0.44, -0.30], [0.31, -0.21, 1.23], [0.37, 0.34, 0.50], [1.61, 0.99, 0.81]], "lowdin_spin": [3.780, 0.000, 0.000, 0.000, 0.000, 0.003, 0.000, 0.000, -0.007, 0.000, 0.000, 0.000, 0.000, 0.000, 0.000, 0.000, 0.000, 0.000, 0.000, 0.000, 0.000, -0.001, 0.005, 0.003, 0.000, 0.000, 0.003, 0.012, 0.002, 0.007, 0.036, 0.002, 0.009, -0.003, 0.013, -0.001, 0.012, 0.043, 0.000, 0.000, 0.000, 0.000, 0.000, 0.000, 0.001, 0.002, 0.000, 0.001, -0.001, 0.001, 0.000, 0.001, 0.000, -0.001, 0.003, 0.007, 0.005, 0.043, 0.000, 0.003, 0.014], "fmax_ev_per_a": 2.24, "charge": 1, "multiplicity": 5, "e_homo_ev": [-10.95, -11.17]}